Here is an isolated molecule of C19H17FN2O3 from the Open Molecules 2025 dataset. Energies are from ωB97M-V with the def2-TZVPD basis set.

Properties
ΔE to the lowest compared entry with this formula, charge and spin: 0.0 kcal/mol
Maximum force: 0.74 eV/A
Gap between HOMO and LUMO: 8.7 eV
Total charge: 0

The geometry in XYZ format:
```
42
Properties=species:S:1:pos:R:3:forces:R:3:nbo_charge:R:1
C -5.035043 -2.106697 -0.774904 -0.23 0.15 0.08 -0.609
H -5.230875 -2.623188 0.161255 0.02 -0.12 0.07 0.220
H -5.526629 -2.647246 -1.580392 0.00 -0.07 -0.11 0.210
H -3.962315 -2.130079 -0.956641 0.12 -0.04 -0.02 0.199
C -5.543122 -0.668422 -0.720016 0.22 0.03 0.02 -0.215
C -5.199940 0.073112 -2.009263 -0.22 -0.03 0.19 -0.609
H -4.127542 0.050906 -2.192971 0.12 0.01 -0.05 0.199
H -5.697758 -0.395583 -2.854916 0.00 -0.05 -0.12 0.210
H -5.512563 1.112692 -1.953842 0.01 0.12 -0.07 0.220
C -5.004031 0.071770 0.515417 -0.46 -0.08 -0.09 -0.223
N -3.563075 0.189956 0.533486 -0.39 -0.08 -0.06 -0.481
C -2.879539 1.275710 0.013124 0.00 0.19 -0.02 0.690
O -3.383559 2.245382 -0.493227 0.06 0.01 -0.04 -0.551
C -1.440708 0.985901 0.252215 0.45 -0.48 0.34 -0.126
C -0.319309 1.704396 -0.085361 0.02 -0.13 0.05 -0.219
C 0.933517 1.184657 0.275399 -0.57 -0.29 0.13 0.258
C 1.012671 -0.008606 0.996649 -0.05 0.03 0.10 -0.259
C -0.127128 -0.725617 1.330741 -0.23 0.06 -0.09 -0.154
C -1.353792 -0.224783 0.944317 0.36 0.48 -0.27 -0.094
C -2.728311 -0.732196 1.156657 0.03 -0.11 0.15 0.680
O -3.099474 -1.709708 1.754271 0.06 -0.01 -0.02 -0.552
H -0.057746 -1.644581 1.890835 0.02 -0.10 0.07 0.235
H 1.974694 -0.370802 1.319748 0.03 -0.03 0.04 0.231
N 2.061099 1.919116 -0.070834 -0.01 0.65 -0.08 -0.633
C 3.350012 1.524925 -0.329548 -0.02 -0.04 -0.03 0.678
O 4.214174 2.349355 -0.510328 0.17 0.01 0.02 -0.555
C 3.586885 0.057112 -0.478589 0.46 -0.13 -0.04 -0.230
C 4.572587 -0.591304 0.258146 -0.22 -0.01 -0.10 0.430
C 4.864223 -1.929709 0.065253 0.05 0.16 0.09 -0.279
C 4.169344 -2.635965 -0.900356 -0.03 0.07 0.02 -0.177
C 3.190715 -2.007972 -1.654384 -0.08 -0.02 -0.11 -0.228
C 2.901407 -0.672054 -1.445863 0.16 -0.01 0.11 -0.156
H 2.145547 -0.180507 -2.040032 -0.09 0.05 -0.04 0.223
H 2.653070 -2.560056 -2.409379 -0.04 -0.05 -0.07 0.222
H 4.393711 -3.678566 -1.064041 0.02 -0.09 -0.01 0.222
H 5.629406 -2.395073 0.666030 0.07 -0.02 0.08 0.235
F 5.227573 0.080904 1.219444 -0.05 -0.02 -0.11 -0.310
H 1.918505 2.916488 -0.187948 0.15 -0.16 0.01 0.414
H -0.401084 2.640722 -0.616452 0.00 0.11 -0.10 0.231
H -5.412046 1.085734 0.541902 0.04 -0.09 0.07 0.225
H -5.294456 -0.467630 1.420924 0.03 0.11 -0.05 0.225
H -6.632827 -0.686943 -0.607253 0.04 0.02 0.04 0.203
```
Forces are in eV/Å.

***

Here is C19H17GaN7OS3Se as an isolated structure from the Open Molecules 2025 dataset. Energies are from ωB97M-V with the def2-TZVPD basis set.

Properties
ΔE to the lowest compared entry with this formula, charge and spin: 2.1 kcal/mol
Maximum force: 0.84 eV/A
Gap between HOMO and LUMO: 7.2 eV
Total charge: +1

The geometry in XYZ format:
```
49
Properties=species:S:1:pos:R:3:forces:R:3:nbo_charge:R:1
Ga 0.973611 -0.054555 -0.030121 -0.25 0.03 -0.80 1.490
S 1.484987 2.366808 -0.334443 -0.10 0.08 0.03 -0.149
C -0.199412 2.190845 -0.493425 0.00 0.06 0.03 -0.080
N -0.690955 0.961279 -0.507365 -0.07 -0.13 0.32 -0.727
C -2.082076 0.920927 -0.572250 0.20 -0.06 -0.09 0.189
C -2.875447 -0.216638 -0.662760 -0.02 -0.04 -0.02 -0.250
C -4.247144 -0.055992 -0.735350 0.01 0.04 0.04 -0.187
C -4.824914 1.215972 -0.720337 0.03 -0.01 -0.02 -0.210
C -4.036810 2.352300 -0.661146 -0.01 0.00 -0.03 -0.203
C -2.659082 2.191146 -0.593917 -0.01 0.04 -0.01 -0.233
S -1.411536 3.416846 -0.561174 -0.03 0.05 0.01 0.462
H -2.412949 -1.194986 -0.693284 0.00 0.01 0.00 0.234
H -4.883630 -0.927653 -0.808644 0.00 0.00 -0.01 0.222
H -5.899919 1.317009 -0.776760 -0.01 0.00 0.00 0.228
H -4.482136 3.337779 -0.680086 0.00 0.00 0.01 0.233
N 0.760566 -4.160790 0.222892 0.01 -0.01 0.07 -0.775
C 0.928059 -2.843683 0.358418 0.01 0.02 0.03 0.719
O 0.167606 -2.051896 -0.217599 -0.08 0.12 -0.07 -0.688
C 2.059069 -2.358814 1.244238 -0.01 -0.05 0.03 -0.516
C 2.247480 -0.845532 1.203260 0.13 -0.13 0.24 -0.976
H 0.020576 -4.512858 -0.362302 0.02 0.01 0.01 0.417
H 1.369534 -4.812004 0.687390 -0.01 0.01 -0.01 0.411
H 2.962837 -2.895192 0.946078 0.00 0.00 0.00 0.239
H 1.817812 -2.704828 2.253270 0.02 -0.02 0.00 0.249
H 3.255839 -0.561732 0.910957 -0.01 -0.04 -0.03 0.248
H 2.026428 -0.393582 2.167771 0.08 0.01 0.03 0.259
S 1.319942 -0.438550 -2.508872 0.24 -0.06 0.15 -0.116
C 2.881562 0.148614 -2.749623 0.06 0.12 0.04 0.284
N 3.285922 0.398801 -4.033391 -0.13 0.00 -0.06 -0.502
C 4.490751 0.915903 -4.347219 0.00 -0.04 -0.09 0.116
C 5.366671 1.197620 -3.350852 0.02 0.00 0.07 -0.329
C 4.929715 0.902800 -2.046664 0.03 -0.02 0.04 0.164
N 3.754015 0.398711 -1.750366 -0.09 -0.05 -0.06 -0.458
H 2.614288 0.204341 -4.765636 0.02 0.01 0.03 0.443
H 4.690868 1.073328 -5.397451 -0.02 0.01 0.00 0.240
H 6.340313 1.613634 -3.552304 0.00 0.00 0.01 0.256
H 5.588458 1.085286 -1.204726 0.01 0.02 0.01 0.217
Se -0.573792 3.001686 3.659062 0.05 0.23 -0.09 1.025
N -2.183855 2.328504 3.941011 0.10 -0.15 0.05 -0.607
C -2.176686 1.130283 3.389424 -0.17 -0.06 -0.01 0.123
C -3.266618 0.200921 3.407486 0.05 0.16 -0.01 -0.149
C -3.075946 -0.984277 2.792247 0.04 -0.10 -0.09 -0.261
C -1.832020 -1.264083 2.127152 -0.05 -0.04 0.01 0.115
N -0.810335 -0.467868 2.072520 -0.08 0.26 0.21 -0.446
C -0.958578 0.739609 2.725004 0.09 -0.19 -0.12 0.230
N 0.027800 1.612311 2.749556 -0.08 -0.07 0.09 -0.624
H -4.195268 0.461959 3.896242 0.02 0.03 0.02 0.242
H -3.857937 -1.730597 2.762080 0.03 -0.02 0.01 0.234
H -1.727668 -2.209114 1.602010 -0.02 -0.01 0.01 0.197
```
Forces are in eV/Å.

***

Here is C19H17I2N4O2V as an isolated structure at a distorted geometry from the Open Molecules 2025 dataset. Energies are from ωB97M-V with the def2-TZVPD basis set.

Properties
Spin multiplicity: 2
Maximum force: 5.06 eV/A
Gap between HOMO and LUMO (spin up / spin down): 5.8 / 5.6 eV
Total charge: +1

The geometry in XYZ format:
```
45
Properties=species:S:1:pos:R:3:forces:R:3:nbo_charge:R:1
V -0.801690 -0.470782 -0.518248 1.06 -0.48 -1.01 0.849
I 1.154778 6.843556 -2.201379 -0.06 -0.15 0.04 0.168
C 0.437800 4.922524 -1.773161 0.06 0.22 -0.02 -0.166
C -0.683880 4.773908 -0.970443 0.07 0.04 -0.04 -0.257
C -1.141579 3.498677 -0.695186 -0.26 -0.39 0.18 -0.208
I -2.779179 3.166246 0.572649 0.16 0.14 -0.14 0.158
C -0.509053 2.372330 -1.225548 0.27 0.15 0.09 0.353
O -0.923036 1.139377 -0.997794 -0.99 4.76 -1.41 -0.669
C 0.642133 2.536927 -2.007437 0.00 -0.14 0.05 -0.112
C 1.348205 1.305450 -2.528754 -0.08 0.11 0.01 -0.228
N 1.575589 0.291971 -1.478536 -0.23 -0.21 0.30 -0.632
C 2.360809 0.781734 -0.348346 -0.03 -0.02 -0.01 -0.272
C 1.650760 0.772073 0.994994 0.05 0.04 -0.06 0.244
C 2.316430 1.320140 2.089670 -0.03 0.01 0.00 -0.240
C 1.705354 1.330484 3.325588 0.02 0.00 -0.02 -0.129
C 0.433156 0.784383 3.446916 -0.01 0.00 -0.02 -0.251
C -0.156627 0.258033 2.319746 0.11 0.06 0.09 0.069
N 0.432937 0.245642 1.111611 0.12 0.13 0.60 -0.506
C 1.104609 3.814760 -2.275680 0.04 0.00 -0.03 -0.219
H -1.184318 5.638732 -0.558786 -0.02 -0.01 0.01 0.245
H 0.744531 0.829984 -3.305366 -0.01 -0.01 0.01 0.220
H 2.294475 1.620461 -2.983090 -0.01 -0.02 -0.03 0.193
H 2.014779 -0.518604 -1.892630 0.06 0.05 -0.03 0.385
H 3.281484 0.202757 -0.235911 0.00 -0.01 -0.02 0.220
H 2.667179 1.815010 -0.532403 0.07 -0.02 0.00 0.227
H 3.304908 1.739740 1.953881 0.00 0.00 0.00 0.231
H 2.205751 1.761450 4.182449 0.00 0.00 0.00 0.234
H -0.092214 0.779469 4.390953 -0.01 -0.01 -0.01 0.236
H -1.152298 -0.165809 2.369996 -0.01 0.00 -0.02 0.199
H 1.990621 3.948750 -2.883984 0.01 -0.01 0.01 0.228
O -0.794945 -2.032023 0.281600 0.43 -3.85 2.70 -0.532
N -1.178989 -3.240242 0.651830 -0.31 -0.12 -0.28 0.076
C -0.257807 -4.107703 1.100221 0.12 0.09 -0.03 0.040
C -0.638025 -5.366745 1.501006 -0.08 -0.12 0.04 -0.211
C -1.975383 -5.734649 1.440406 0.08 0.13 -0.04 -0.136
C -2.900504 -4.811689 0.974076 -0.06 -0.17 0.06 -0.200
C -2.482105 -3.562135 0.581278 0.00 0.08 -0.02 0.032
H 0.755391 -3.736019 1.115052 -0.02 0.02 -0.01 0.249
H 0.115442 -6.051428 1.861626 0.02 0.02 -0.01 0.254
H -2.287289 -6.721346 1.750929 -0.02 0.00 0.01 0.249
H -3.950569 -5.057456 0.910827 0.00 0.04 -0.01 0.253
H -3.128694 -2.782986 0.203730 0.03 0.01 -0.01 0.255
N -1.849921 -1.392085 -3.296335 0.03 -0.01 0.32 -0.668
C -1.573582 -1.110595 -2.191198 -0.50 -0.40 -1.20 0.311
H -2.095437 -1.632272 -4.230817 -0.05 0.03 -0.02 0.457
```
Forces are in eV/Å.